Entry from OMol25: a molecular structure, C30H33Cl5N4O2PTl (ωB97M-V/def2-TZVPD).

For the LUMO energy, the calculation gives -6.20 eV. The net charge is +2. As for the orbital gap: 7.006 eV. Its relative energy (zero: lowest compared OMol25 entry of this formula, charge and spin) is 0.000 eV.

XYZ file:
```
76
C30H33Cl5N4O2PTl (ωB97M-V/def2-TZVPD)
C -2.605 -2.963 -1.375
C 3.618 4.287 1.634
H -1.724 -3.276 -0.828
H -1.343 -1.708 4.095
H 0.096 -3.541 3.329
C -3.628 -3.866 -1.615
H 2.550 -2.638 0.655
H -5.553 -4.167 -2.508
H -3.922 -0.242 -2.930
O 1.664 1.567 0.093
C -3.229 1.303 -0.596
H -1.435 -1.644 2.332
H -0.435 -0.230 -6.301
H 1.384 -2.332 -0.468
H 3.162 -1.915 3.549
H -1.890 -0.231 -4.323
C 1.317 -0.946 4.193
C -0.952 -1.205 3.207
C -2.052 1.126 -1.334
C -4.851 -2.165 -2.803
H 1.136 -1.510 5.113
C -3.831 -1.257 -2.563
P -1.363 -0.519 -1.509
H -3.552 -4.881 -1.251
C -3.005 3.684 -0.826
H -0.868 0.790 4.083
H -1.305 4.375 -1.937
C -1.310 0.278 3.230
H -4.622 2.719 0.206
N -0.847 0.933 1.994
C 1.103 -0.693 -2.792
H 1.545 -0.811 -1.810
C 1.918 -0.712 -3.914
C 1.365 -0.547 -5.174
Tl 1.145 -0.100 1.173
C -2.703 -1.653 -1.844
H 3.053 0.962 3.076
C -1.835 3.514 -1.554
H -3.779 0.442 -0.234
C -0.005 -0.363 -5.317
H 2.985 -0.856 -3.808
C -4.751 -3.464 -2.326
H -3.382 4.681 -0.640
Cl 1.509 3.039 2.762
H 3.359 -0.679 4.769
H -2.393 0.354 3.345
C 2.628 2.448 0.360
C -0.821 -0.357 -4.201
Cl 5.810 3.813 -1.659
H -0.358 -2.874 0.923
C 3.662 2.613 -0.578
C -0.270 -0.523 -2.929
C -3.704 2.581 -0.348
C 4.610 3.621 -0.457
N 1.595 -2.316 0.526
Cl 3.581 5.307 3.009
H 1.779 -3.132 3.086
Cl 5.744 5.721 0.805
H -0.858 1.944 2.063
H 2.001 -0.566 -6.049
H -5.724 -1.856 -3.360
H 1.010 0.083 4.373
H -0.445 2.104 -2.380
C 2.673 3.274 1.492
C 4.587 4.472 0.650
C 0.768 -2.886 2.769
H 0.776 -4.218 1.085
Cl 3.690 1.542 -1.921
C -1.356 2.236 -1.810
N 0.503 -1.467 3.070
H 3.968 -0.169 2.327
N 3.064 -0.002 2.755
O -0.652 -0.917 -0.210
H -1.441 0.674 1.209
C 0.632 -3.154 1.275
C 2.808 -0.935 3.864
```


Entry from OMol25: a molecular structure, C30H33F10N6PTi in a non-equilibrium geometry (ωB97M-V/def2-TZVPD).

Its spin multiplicity is 4. For the LUMO energy (spin up / spin down), the calculation gives -2.48 / -5.31 eV. The net charge is +1. As for the orbital gap (spin up / spin down): 6.326 / 4.776 eV.

XYZ file:
```
81
C30H33F10N6PTi (ωB97M-V/def2-TZVPD)
H -5.210 -2.899 -2.085
C 0.031 3.422 1.260
H 3.707 3.094 -3.678
H -2.883 -1.315 1.664
H 2.075 1.148 -3.733
C -2.673 2.925 1.034
C 0.123 -2.607 2.402
C -1.744 1.959 0.717
C -2.022 -1.484 2.320
C 2.767 1.305 -2.907
C -0.905 2.144 4.189
C 2.800 -2.055 0.021
F 0.962 -1.103 -4.224
F -0.468 5.595 1.955
C 1.069 2.959 -2.248
H 1.561 -4.940 2.146
C -4.273 -2.497 -1.743
C 3.050 -4.332 0.712
C 3.990 2.078 -3.414
C -0.905 4.405 1.539
C -2.565 -0.825 -1.780
P 0.780 -2.030 -2.948
F 2.329 -1.881 -2.581
C 2.625 2.063 -0.573
F 1.322 3.758 1.470
H 2.278 0.216 0.532
C -2.631 0.659 3.477
N 2.082 2.016 -1.864
F 0.520 -2.809 -1.480
C -2.256 1.840 4.095
H -3.001 2.506 4.503
N 0.447 1.090 0.427
C 3.503 -3.239 -0.018
C -3.770 -1.297 -2.242
H 3.160 -1.202 -0.539
C -3.531 -3.162 -0.775
H 4.772 2.117 -2.659
H -2.128 -3.860 1.397
C -0.337 2.128 0.790
H -0.645 1.733 -1.795
H 1.437 3.531 -3.106
Ti -0.078 -0.990 -0.092
C 1.858 1.215 0.563
N 1.659 -1.877 0.731
H 3.639 1.658 -0.585
N -1.830 -1.466 -0.850
F -0.800 -2.061 -3.165
H -0.959 3.056 -2.939
N -0.945 -2.089 1.535
C -1.641 -0.169 2.951
F -3.975 2.632 0.973
H -4.307 -0.739 -2.989
H -0.104 1.606 -3.480
H 2.154 1.689 1.505
C -2.331 -2.624 -0.357
C -1.510 -3.206 0.757
H 4.383 1.586 -4.298
C 1.296 -2.922 1.522
H -2.144 0.093 -2.170
C -2.269 4.188 1.436
F -2.166 0.711 0.369
H -3.883 -4.088 -0.345
H -0.561 3.030 4.696
H -3.670 0.379 3.392
C 1.932 -4.144 1.519
C -0.247 2.289 -2.644
N -0.354 0.154 2.995
H 3.088 0.330 -2.539
F 1.008 -3.398 -3.678
H 4.392 -3.313 -0.619
H -2.982 4.955 1.678
H 3.553 -5.283 0.676
H 2.649 3.092 -0.213
H 1.069 1.446 3.672
H -2.343 -2.178 3.115
C 0.003 1.269 3.621
H -0.687 -3.807 0.344
H 0.418 -1.800 3.085
H -0.216 -3.477 2.983
H 0.893 3.649 -1.419
F 0.564 -0.552 -1.996
```


Entry from OMol25: a molecular structure, C30H33F4IN2O22S in a non-equilibrium geometry (ωB97M-V/def2-TZVPD).

For the LUMO energy, the calculation gives -0.92 eV. As for the orbital gap: 8.037 eV.

XYZ file:
```
93
C30H33F4IN2O22S (ωB97M-V/def2-TZVPD)
H 5.182 -2.972 0.703
H -1.459 -2.311 -1.833
O -4.037 7.087 2.416
H -4.093 3.322 4.088
O -3.685 4.233 7.355
C 3.040 -2.809 -5.123
C -2.745 1.697 3.580
H 5.209 -2.718 -1.050
O -3.605 0.575 3.792
F 0.958 -2.673 -1.390
C 5.773 -0.242 0.777
C -6.013 -2.786 0.070
C 4.728 -2.990 -3.648
H -3.008 2.831 8.736
C 2.615 -6.562 -8.238
C 5.146 -2.220 -0.089
H 9.115 2.615 1.375
H 3.088 -0.811 -4.267
C -3.680 -3.676 -0.274
C -4.765 6.639 0.290
O -2.128 5.899 2.290
C 3.946 -1.317 0.027
O -5.757 3.401 7.168
H -5.453 5.795 0.364
H -4.759 1.647 7.580
H -5.941 7.662 1.806
C 9.389 5.209 -0.362
C -3.715 2.787 3.214
H 3.653 -0.880 -0.929
H 0.889 -7.720 -7.601
C -4.096 -1.305 -0.451
N -2.957 -4.777 -0.285
C -0.815 -2.640 0.283
C -4.921 7.615 1.429
H -3.290 3.508 2.518
F 0.107 -4.594 -0.680
C 1.131 -6.814 -8.153
O -0.440 -1.658 1.244
C -1.730 -2.002 -0.807
O 9.863 4.411 0.630
O 5.734 -3.363 -3.135
O -3.430 6.164 0.468
C -5.067 2.560 8.094
O -5.598 -0.018 2.918
C -5.108 -3.907 0.036
H 0.656 -6.861 -9.136
O 3.749 -2.296 -3.000
H -7.064 -2.983 0.286
C -3.105 6.341 1.775
C -3.896 3.416 8.507
H 1.807 -1.853 -3.616
H -1.311 -3.428 0.866
S -3.951 -6.024 0.059
C 7.843 3.597 -0.085
H -4.126 4.060 9.358
H 2.408 -3.693 -5.038
H -0.036 -0.930 0.751
O 8.132 4.842 -0.725
H 8.334 4.090 1.974
C 0.447 -3.332 -0.334
H 3.063 -6.981 -9.136
C 8.775 3.610 1.098
O -4.793 2.064 2.612
C -4.858 4.289 6.671
H 8.061 2.783 -0.779
H -4.884 7.107 -0.685
H 2.886 -2.360 -6.098
H 3.155 -6.935 -7.365
H -2.050 1.463 2.771
N -5.336 -5.191 0.243
O 6.462 0.617 1.232
C 2.827 -1.836 -3.994
O 2.687 -5.135 -8.250
C -3.205 -2.331 -0.502
H 3.087 -1.819 0.464
O 4.422 -0.275 0.886
H -4.594 8.624 1.165
O 6.237 -1.309 0.088
O 0.657 -5.655 -7.466
O -5.069 5.017 5.756
F -3.682 -0.053 -0.690
H -1.590 -0.908 -0.785
O 4.407 -3.197 -4.946
H 6.798 3.542 0.208
C 1.559 -4.663 -7.667
I -6.800 0.120 -0.157
C -4.748 0.796 3.090
F 1.372 -3.466 0.643
H -2.174 1.926 4.478
C -5.502 -1.561 -0.175
H -5.710 2.295 8.930
O 9.994 6.108 -0.849
O 1.384 -3.524 -7.369
```


Entry from OMol25: a molecular structure, C30H33N2O11Pb in a non-equilibrium geometry (ωB97M-V/def2-TZVPD).

For the LUMO energy, the calculation gives 1.19 eV. The net charge is -1. As for the orbital gap: 4.698 eV. Its relative energy (zero: lowest compared OMol25 entry of this formula, charge and spin) is 0.000 eV.

XYZ file:
```
77
C30H33N2O11Pb (ωB97M-V/def2-TZVPD)
C -1.721 -2.573 1.817
C -1.119 -0.844 -1.519
C 1.707 -1.649 0.858
N 1.093 0.471 9.071
C -3.220 -0.818 1.785
O -1.066 -0.849 -7.108
H -2.730 -0.110 3.862
C 0.273 -0.816 -5.062
C -1.140 -3.375 -7.323
H 2.464 0.174 -0.244
C 2.541 0.184 2.013
C 0.547 1.316 8.038
C 2.243 -0.315 0.704
C 1.144 1.856 -2.505
C -0.510 2.940 6.018
H -3.077 -2.251 0.059
H -0.925 3.585 5.249
H 1.438 -2.320 0.044
H -1.364 3.453 -2.739
H -2.014 -1.180 -3.424
C 0.049 2.580 8.380
C -0.937 0.722 -3.555
H -0.983 -2.175 3.885
H 3.041 -1.198 -8.462
C -1.216 2.691 -1.957
H -1.157 -3.459 1.535
H -4.013 -0.136 1.474
H -0.773 3.179 -1.079
C -0.328 1.602 -2.477
C -1.072 -0.762 -3.040
C 0.071 -1.524 -3.706
C -2.543 -0.800 3.041
H 1.493 2.244 -1.531
H -1.014 -4.449 -7.210
H 1.375 -2.887 2.688
O 2.675 -1.055 -4.835
O -0.953 5.062 8.882
C -0.482 3.384 7.361
O -0.386 2.018 3.342
C -2.718 -1.923 1.034
C 1.683 -1.948 2.239
O 0.251 -0.038 4.060
Pb -0.362 0.630 1.183
C -0.156 0.657 -4.880
H -2.175 -0.807 -1.205
O 1.777 -1.073 -6.904
H -2.199 -3.100 -7.339
O -0.458 0.269 -0.982
O -1.506 5.374 6.778
C 3.104 -1.303 -7.380
C 1.703 -0.983 -5.562
H -0.660 -3.014 -8.237
H 0.072 2.926 9.409
O 1.533 -0.653 8.754
H -0.651 -1.749 -1.123
C -0.007 1.674 5.676
O -0.496 -2.803 -6.179
H 0.724 1.309 -4.908
H 3.808 -0.577 -6.952
H 1.724 0.953 -2.736
H -2.207 2.293 -1.679
N -1.010 4.680 7.692
H 2.400 -0.800 4.017
H -1.959 1.086 -3.740
H 1.373 2.630 -3.257
C 0.517 0.860 6.700
H -0.138 -2.593 -3.856
H 3.428 -2.315 -7.110
H 0.901 -0.130 6.470
H -0.799 0.922 -5.726
H 3.005 1.137 2.253
C 2.159 -0.813 2.961
H 1.003 -1.421 -3.131
C -0.504 -1.464 -6.209
O 1.103 0.901 10.243
C -1.624 -1.889 3.058
C -0.046 1.178 4.239
```


Entry from OMol25: 2 unconnected molecules or ions with the total composition C30H34BCl3N2O2 in a non-equilibrium geometry (ωB97M-V/def2-TZVPD).

For the LUMO energy, the calculation gives -2.15 eV. As for the orbital gap: 5.452 eV.

XYZ file:
```
72
C30H34BCl3N2O2 (ωB97M-V/def2-TZVPD)
Cl -0.197 -0.477 5.350
H 0.617 -2.956 -2.254
H 3.293 -2.467 1.076
C -2.584 2.231 3.045
C 1.050 -0.009 -2.768
C -2.796 0.362 -0.916
C 0.646 -2.877 0.531
C 3.784 1.375 -1.651
Cl 1.460 -0.765 2.804
C 1.321 -2.222 -1.800
C -4.793 -0.586 0.079
H -4.504 1.527 3.740
C 3.245 -2.935 -3.288
H -0.970 1.226 -1.580
C -0.629 -0.826 -1.181
O 3.014 -0.278 -4.227
H 5.850 1.250 -1.078
H 1.694 1.958 -3.174
H -0.704 3.228 2.653
C 2.449 1.404 -1.239
C -4.525 3.668 3.349
H -0.192 -3.472 0.146
H -1.783 5.478 2.456
C 2.154 1.431 0.127
H 4.127 -3.078 -2.650
C 3.200 1.388 1.058
C -4.964 1.360 -1.370
H 3.200 -4.414 -1.155
C -3.593 1.348 -1.548
C -2.084 0.899 2.907
C -2.379 4.612 2.724
H 2.605 -1.021 0.337
C -5.576 0.393 -0.555
H 0.308 -1.863 0.747
C -1.373 0.311 -1.169
H -5.584 3.787 3.580
H -5.572 2.108 -1.882
C 2.218 -4.320 -0.683
C 1.809 -2.868 -0.444
H 0.950 -3.289 1.500
C -3.407 -0.580 -0.064
N 2.369 -1.931 -2.735
H 2.703 -3.881 -3.386
H 1.113 1.459 0.459
C -3.754 4.769 2.946
H 3.805 -1.982 -0.558
C 4.529 1.292 0.638
C 1.363 1.407 -2.284
H -4.240 5.735 2.788
C 2.952 -2.037 0.126
N 0.651 -0.902 -1.686
H 0.285 0.018 -3.572
H 1.467 -4.826 -1.302
B -0.251 -0.616 3.506
H 5.327 1.213 1.379
H -6.655 0.407 -0.402
H 2.269 -4.852 0.276
H 2.956 1.405 2.118
C -3.941 2.409 3.423
H -5.255 -1.371 0.681
C 2.256 -0.714 -3.360
Cl -1.297 -2.087 2.976
C -1.776 3.367 2.805
H 3.990 1.368 -2.721
O -0.821 0.649 2.918
H -2.765 -1.282 0.473
H -3.090 2.058 -2.209
H -1.041 -1.786 -0.877
H 0.465 1.896 -1.900
H -2.798 0.072 2.943
C 4.821 1.304 -0.724
H 3.580 -2.601 -4.272
```